Model A:
Density functional theory data (ωB97M-V with the def2-TZVPD basis set) for 2 unconnected molecules or ions with the total composition C4H12N2O2.

Each line ends with the Löwdin charge.
Cartesian coordinates (Å):
1 C 1.55 -1.45 -0.37  0.008
2 N 0.80 -0.13 -0.68  -0.227
3 C 0.76 0.86 0.32  -0.305
4 O 1.17 0.59 1.46  -0.041
5 C -0.03 -0.12 -1.74  -0.251
6 C -1.46 -0.69 -1.16  -0.258
7 N -1.61 -0.45 0.24  -0.024
8 H 2.13 -1.13 0.59  0.108
9 H 2.12 -1.78 -1.22  0.067
10 H 0.68 -2.22 -0.13  0.116
11 H 0.51 1.91 -0.22  0.187
12 H -0.21 0.75 -2.45  0.125
13 H 0.25 -0.95 -2.52  0.133
14 H -2.26 -0.29 -1.70  0.068
15 H -1.35 -1.80 -1.58  0.135
16 H -0.93 -0.86 0.90  0.071
17 H -1.73 0.55 0.64  0.121
18 O 0.07 2.69 3.21  -0.041
19 H -0.89 2.69 3.19  0.030
20 H 0.42 1.83 3.24  -0.023

## Properties
E_HOMO	-8.8095	eV
HOMO-LUMO gap	9.58	eV
SMILES string	CN(C=O)CCN.O

=====

Model B:
Density functional theory data (ωB97M-V with the def2-TZVPD basis set) for 3 unconnected molecules or ions with the total composition C4H12N2O2.

Each line ends with the Löwdin charge.
Cartesian coordinates (Å):
1 C -1.36 1.12 -0.43  -0.180
2 N -2.76 1.29 0.17  -0.011
3 C 0.10 -1.49 0.65  -0.066
4 C 1.53 -0.98 0.79  0.135
5 C 1.86 0.13 -0.03  -0.464
6 N 3.18 0.63 0.13  0.138
7 O 1.24 0.68 -1.01  0.033
8 H -1.34 0.11 -0.76  0.003
9 H -0.57 1.16 0.34  0.060
10 H -1.08 1.69 -1.31  0.072
11 H -2.94 0.28 0.11  -0.027
12 H -0.75 -1.17 1.23  0.094
13 H -0.16 -1.21 -0.34  0.051
14 H 0.08 -2.61 0.59  0.120
15 H 2.28 -1.55 1.30  0.120
16 H 3.31 0.75 1.12  0.088
17 H 3.14 1.52 -0.32  0.096
18 H -3.15 -2.16 -0.14  0.024
19 H -3.28 1.70 -0.55  0.026
20 O -2.65 -1.26 -0.14  -0.312

## Properties
E_HOMO	-7.8300	eV
HOMO-LUMO gap	3.45	eV

=====

Model C:
Density functional theory data (ωB97M-V with the def2-TZVPD basis set) for 2 unconnected molecules or ions with the total composition C4H12N2O2.

Each line ends with the Löwdin charge.
Cartesian coordinates (Å):
1 C 1.48 -1.47 -1.00  -0.297
2 C 0.30 -2.38 -0.80  -0.094
3 O 2.49 -1.54 -0.06  -0.027
4 O 0.63 0.32 -0.45  -0.154
5 H 2.11 -1.30 0.79  0.099
6 H 1.09 0.49 -1.30  0.055
7 H 1.92 -1.47 -1.99  0.113
8 H 0.62 -3.43 -0.74  0.079
9 H -0.39 -2.29 -1.64  0.074
10 H -0.23 -2.12 0.11  0.074
11 N -1.81 0.87 -0.29  0.031
12 N -0.81 1.41 2.26  0.061
13 C -0.57 1.59 -0.14  -0.337
14 C -0.33 2.07 1.16  -0.184
15 H -1.66 -0.05 -0.69  0.059
16 H -1.62 0.84 2.09  0.075
17 H -0.79 1.89 3.15  0.081
18 H -2.47 1.39 -0.86  0.075
19 H -0.34 2.31 -0.92  0.114
20 H 0.38 2.86 1.33  0.101

## Properties
E_HOMO (alpha / beta)	-6.0323 / -6.5141	eV
HOMO-LUMO gap (alpha / beta)	6.85 / 7.47	eV

=====

Model D:
Density functional theory data (ωB97M-V with the def2-TZVPD basis set) for C4H12N2O2 in the gas phase.

Each line ends with the Löwdin charge.
Cartesian coordinates (Å):
1 C -0.73 1.63 -0.09  -0.027
2 C -0.28 0.28 0.46  -0.567
3 N -1.36 -0.40 1.10  0.080
4 C 0.96 0.50 1.55  -0.198
5 O 2.03 1.27 1.08  -0.059
6 C 0.44 -0.55 -0.57  -0.124
7 O -0.62 -0.91 -1.60  -0.219
8 N -0.32 -2.09 -2.29  -0.032
9 H -1.19 2.22 0.70  0.089
10 H 0.10 2.17 -0.54  0.080
11 H -1.47 1.45 -0.88  0.085
12 H -2.18 -0.42 0.51  0.085
13 H -1.11 -1.37 1.31  0.089
14 H 0.47 0.97 2.41  0.114
15 H 1.37 -0.45 1.88  0.116
16 H 1.72 2.16 0.90  0.083
17 H 1.23 0.00 -1.09  0.126
18 H 0.84 -1.48 -0.14  0.120
19 H -0.44 -3.01 -1.87  0.079
20 H 0.54 -1.96 -2.82  0.080

## Properties
E_HOMO	-8.8078	eV
HOMO-LUMO gap	9.63	eV
SMILES string	C[C@](N)(CO)CON

=====

Verdict on stability: model B comes out at the bottom.